(1)
The following is a quantum chemistry calculation of a cluster of 2 separate species, C4H14NS2 in total, from the Open Molecules 2025 dataset.

Computed properties:
Energy above the lowest of the compared OMol25 structures with the same formula, charge and spin in kcal/mol: 7.8
E_tot in Eh: -1011.685912
Charge: +1
E_HOMO in hartree: -0.4617

Each atom is followed by the atoms it is bonded to, with distances in Å.
Geometry (Å):
1 C -2.70 -0.43 -0.58  S2 1.826, H5 1.124, H6 1.114, H7 1.094
2 S -0.96 -0.90 -0.88  C1 1.826, S3 2.106
3 S -0.39 -1.78 0.95  S2 2.106, C4 1.830
4 C -1.01 -3.47 0.62  S3 1.830, H8 1.095, H9 1.093, H10 1.100
5 H -3.39 -1.30 -0.78  C1 1.124
6 H -2.81 -0.10 0.48  C1 1.114
7 H -3.01 0.39 -1.23  C1 1.094
8 H -0.69 -3.84 -0.36  C4 1.095
9 H -0.56 -4.12 1.38  C4 1.093
10 H -2.10 -3.48 0.69  C4 1.100
11 C 2.26 1.92 -1.12  N12 1.495, H14 1.075, H15 1.090, H16 1.078
12 N 1.07 1.65 -0.25  C11 1.495, C13 1.533, H17 1.059, H18 1.011
13 C 1.41 1.62 1.24  N12 1.533, H19 1.097, H20 1.091, H21 1.103
14 H 1.92 1.85 -2.13  C11 1.075
15 H 2.69 2.89 -0.89  C11 1.090
16 H 3.01 1.16 -0.96  C11 1.078
17 H 0.57 0.76 -0.52  N12 1.059
18 H 0.39 2.38 -0.40  N12 1.011
19 H 2.13 0.81 1.43  C13 1.097
20 H 0.45 1.38 1.71  C13 1.091
21 H 1.73 2.62 1.59  C13 1.103

Löwdin population analysis, charges in e, atoms 1 to 4: -0.441 0.457 0.442 -0.452

(2)
The following is a quantum chemistry calculation of a cluster of 9 separate species, C40H78Br16F3N2O2 in total, from the Open Molecules 2025 dataset.

Computed properties:
E_tot in Eh: -43314.547928
Charge: +1
E_HOMO in hartree: -0.4122

Each atom is followed by the atoms it is bonded to, with distances in Å.
Geometry (Å):
1 C -6.04 -3.37 -3.43  C2 1.536, H32 1.086, H33 1.088, H34 1.087
2 C -5.10 -2.15 -3.45  C1 1.536, C3 1.520, H35 1.092, H36 1.091
3 C -3.63 -2.53 -3.48  C2 1.520, C4 1.541, H37 1.092, H38 1.092
4 C -3.22 -3.37 -4.71  C3 1.541, C5 1.526, H39 1.091, H40 1.088
5 C -2.19 -2.67 -5.59  C4 1.526, C6 1.531, H41 1.090, H42 1.093
6 C -0.86 -2.37 -4.89  C5 1.531, C7 1.526, H43 1.091, H44 1.092
7 C -0.31 -3.55 -4.09  C6 1.526, C8 1.540, H45 1.089, H46 1.090
8 C 1.03 -3.24 -3.40  C7 1.540, C9 1.538, H47 1.092, H48 1.088
9 C 0.99 -3.37 -1.87  C8 1.538, C10 1.523, H49 1.091, H50 1.090
10 C 1.43 -2.10 -1.15  C9 1.523, C11 1.521, H51 1.096, H52 1.096
11 C 1.47 -2.29 0.36  C10 1.521, C12 1.525, H53 1.087, H54 1.090
12 C 1.97 -1.10 1.18  C11 1.525, C13 1.519, H55 1.090, H56 1.089
13 C 1.37 0.28 0.98  C12 1.519, C14 1.563, N18 1.499, C26 1.565
14 C -0.19 0.28 0.98  C13 1.563, F15 1.326, F16 1.339, F17 1.321
15 F -0.69 -0.79 1.57  C14 1.326
16 F -0.67 0.28 -0.28  C14 1.339
17 F -0.71 1.35 1.57  C14 1.321
18 N 1.74 0.92 -0.32  C13 1.499, C19 1.278, H57 1.015
19 C 2.06 2.15 -0.24  N18 1.278, C20 1.474, H58 1.080
20 C 2.12 2.65 1.14  C19 1.474, C21 1.538, C26 1.551, H59 1.091
21 C 1.00 3.67 1.37  C20 1.538, O22 1.432, H60 1.089, H61 1.082
22 O 0.19 3.76 0.19  C21 1.432, C23 1.434
23 C 0.52 4.88 -0.64  O22 1.434, C24 1.499, H62 1.095, H63 1.093
24 C -0.13 4.77 -1.99  C23 1.499, C25 1.530, H64 1.089, H65 1.084
25 C 0.52 3.73 -2.92  C24 1.530, H66 1.093, H67 1.086, H68 1.091
26 C 2.12 1.30 1.91  C13 1.565, C20 1.551, C27 1.539, H69 1.091
27 C 2.01 1.26 3.44  C26 1.539, C28 1.518, H70 1.090, H71 1.086
28 C 0.67 1.03 4.11  C27 1.518, O29 1.426, C30 1.522, H72 1.088
29 O -0.02 2.28 4.16  C28 1.426, H73 0.965
30 C 0.85 0.50 5.52  C28 1.522, N31 1.466, H74 1.089, H75 1.094
31 N -0.46 0.33 6.14  C30 1.466, H76 1.013, H77 1.014
32 H -6.51 -3.52 -4.40  C1 1.086
33 H -5.50 -4.27 -3.15  C1 1.088
34 H -6.83 -3.21 -2.71  C1 1.087
35 H -5.27 -1.53 -2.57  C2 1.092
36 H -5.33 -1.52 -4.31  C2 1.091
37 H -3.40 -3.09 -2.56  C3 1.092
38 H -3.02 -1.63 -3.45  C3 1.092
39 H -4.10 -3.57 -5.31  C4 1.091
40 H -2.85 -4.34 -4.40  C4 1.088
41 H -2.01 -3.27 -6.49  C5 1.090
42 H -2.62 -1.73 -5.93  C5 1.093
43 H -0.12 -2.08 -5.64  C6 1.091
44 H -1.00 -1.54 -4.21  C6 1.092
45 H -1.05 -3.79 -3.32  C7 1.089
46 H -0.23 -4.43 -4.73  C7 1.090
47 H 1.34 -2.23 -3.67  C8 1.092
48 H 1.79 -3.91 -3.81  C8 1.088
49 H 1.61 -4.20 -1.53  C9 1.091
50 H -0.03 -3.59 -1.56  C9 1.090
51 H 0.69 -1.33 -1.42  C10 1.096
52 H 2.39 -1.76 -1.54  C10 1.096
53 H 0.50 -2.63 0.70  C11 1.087
54 H 2.16 -3.10 0.56  C11 1.090
55 H 3.05 -1.03 1.06  C12 1.090
56 H 1.79 -1.34 2.23  C12 1.089
57 H 1.68 0.46 -1.22  N18 1.015
58 H 2.28 2.72 -1.14  C19 1.080
59 H 3.08 3.14 1.34  C20 1.091
60 H 1.41 4.65 1.61  C21 1.089
61 H 0.35 3.36 2.18  C21 1.082
62 H 1.60 4.95 -0.73  C23 1.095
63 H 0.14 5.78 -0.15  C23 1.093
64 H -1.19 4.55 -1.90  C24 1.089
65 H -0.02 5.74 -2.47  C24 1.084
66 H 1.61 3.74 -2.79  C25 1.093
67 H 0.33 3.97 -3.96  C25 1.086
68 H 0.17 2.72 -2.71  C25 1.091
69 H 3.15 0.98 1.71  C26 1.091
70 H 2.42 2.20 3.83  C27 1.090
71 H 2.68 0.48 3.79  C27 1.086
72 H 0.06 0.28 3.59  C28 1.088
73 H -0.95 2.09 4.34  O29 0.965
74 H 1.38 -0.46 5.49  C30 1.089
75 H 1.49 1.20 6.07  C30 1.094
76 H -0.40 -0.33 6.91  N31 1.013
77 H -0.74 1.21 6.56  N31 1.014
78 Br 2.60 -3.04 4.32  C79 1.942
79 C 3.43 -4.77 3.99  Br78 1.942, C80 1.504, H82 1.086, H83 1.087
80 C 4.79 -4.62 3.37  C79 1.504, Br81 1.945, H84 1.087, H85 1.085
81 Br 4.70 -4.10 1.50  C80 1.945
82 H 2.73 -5.32 3.37  C79 1.086
83 H 3.51 -5.24 4.97  C79 1.087
84 H 5.32 -5.57 3.39  C80 1.087
85 H 5.39 -3.86 3.87  C80 1.085
86 Br 2.38 7.15 -2.36  C87 1.948
87 C 2.62 8.21 -3.97  Br86 1.948, C88 1.505, H90 1.085, H91 1.088
88 C 1.54 9.24 -4.12  C87 1.505, Br89 1.943, H92 1.087, H93 1.085
89 Br -0.16 8.47 -4.67  C88 1.943
90 H 2.64 7.51 -4.80  C87 1.085
91 H 3.59 8.69 -3.87  C87 1.088
92 H 1.81 9.95 -4.91  C88 1.087
93 H 1.35 9.78 -3.20  C88 1.085
94 Br -5.17 -4.41 1.42  C95 1.942
95 C -5.59 -2.98 0.17  Br94 1.942, C96 1.507, H98 1.085, H99 1.088
96 C -6.92 -2.34 0.48  C95 1.507, Br97 1.947, H100 1.088, H101 1.086
97 Br -8.42 -3.47 -0.04  C96 1.947
98 H -5.56 -3.42 -0.82  C95 1.085
99 H -4.79 -2.25 0.28  C95 1.088
100 H -7.03 -1.42 -0.09  C96 1.088
101 H -7.04 -2.13 1.54  C96 1.086
102 Br 0.14 -5.82 5.48  C103 1.947
103 C -1.35 -6.02 4.24  Br102 1.947, C104 1.504, H106 1.085, H107 1.087
104 C -0.90 -6.43 2.86  C103 1.504, Br105 1.948, H108 1.087, H109 1.085
105 Br -0.10 -4.94 1.89  C104 1.948
106 H -1.89 -5.08 4.24  C103 1.085
107 H -1.98 -6.80 4.67  C103 1.087
108 H -1.76 -6.74 2.27  C104 1.087
109 H -0.16 -7.22 2.88  C104 1.085
110 Br -7.44 -3.46 4.45  C111 1.945
111 C -8.33 -4.94 3.55  Br110 1.945, C112 1.504, H114 1.086, H115 1.087
112 C -8.26 -6.21 4.36  C111 1.504, Br113 1.946, H116 1.087, H117 1.085
113 Br -6.48 -7.00 4.30  C112 1.946
114 H -7.85 -5.04 2.58  C111 1.086
115 H -9.36 -4.62 3.42  C111 1.087
116 H -8.93 -6.95 3.94  C112 1.087
117 H -8.49 -6.05 5.40  C112 1.085
118 Br 5.35 -0.08 3.00  C119 1.949
119 C 6.58 0.43 4.43  Br118 1.949, C120 1.504, H122 1.085, H123 1.087
120 C 6.11 -0.06 5.77  C119 1.504, Br121 1.942, H124 1.087, H125 1.086
121 Br 4.61 0.98 6.43  C120 1.942
122 H 6.67 1.51 4.39  C119 1.085
123 H 7.53 -0.02 4.16  C119 1.087
124 H 6.90 0.05 6.51  C120 1.087
125 H 5.78 -1.10 5.73  C120 1.086
126 Br 5.84 6.92 0.31  C127 1.945
127 C 5.25 8.76 0.49  Br126 1.945, C128 1.505, H130 1.085, H131 1.087
128 C 4.38 8.96 1.70  C127 1.505, Br129 1.943, H132 1.087, H133 1.085
129 Br 2.61 8.20 1.43  C128 1.943
130 H 4.73 9.01 -0.43  C127 1.085
131 H 6.15 9.36 0.57  C127 1.087
132 H 4.23 10.01 1.90  C128 1.087
133 H 4.79 8.48 2.59  C128 1.085
134 Br 0.05 5.08 -6.60  C135 1.944
135 C 0.23 3.63 -7.89  Br134 1.944, C136 1.505, H138 1.085, H139 1.087
136 C 0.62 2.34 -7.23  C135 1.505, Br137 1.945, H140 1.087, H141 1.085
137 Br 2.48 2.33 -6.66  C136 1.945
138 H 0.96 3.96 -8.62  C135 1.085
139 H -0.74 3.53 -8.36  C135 1.087
140 H 0.52 1.51 -7.93  C136 1.087
141 H 0.03 2.14 -6.34  C136 1.085

Löwdin population analysis, charges in e, atoms 1 to 4: -0.107 -0.259 -0.224 -0.213

(3)
The following is a quantum chemistry calculation of a cluster of 3 separate species, C4H16NO2 in total, from the Open Molecules 2025 dataset.

Computed properties:
Energy above the lowest of the compared OMol25 structures with the same formula, charge and spin in kcal/mol: 46.6
E_tot in Eh: -366.955273
Charge: +1
E_HOMO in hartree: -0.5057

Each atom is followed by the atoms it is bonded to, with distances in Å.
Geometry (Å):
1 C 3.00 1.29 -1.61  C2 1.524, H6 1.156, H7 1.099, H8 1.023
2 C 1.71 0.56 -1.29  C1 1.524, C3 1.553, N5 1.529, H9 1.161
3 C 1.99 -0.61 -0.30  C2 1.553, C4 1.550, H10 1.025, H11 1.127
4 C 1.04 -1.83 -0.31  C3 1.550, H12 1.044, H13 1.148, H14 1.006
5 N 0.64 1.56 -0.85  C2 1.529, H15 1.070, H16 1.025, H17 1.042
6 H 3.85 0.59 -1.96  C1 1.156
7 H 3.52 1.52 -0.67  C1 1.099
8 H 2.79 1.95 -2.36  C1 1.023
9 H 1.34 0.14 -2.31  C2 1.161
10 H 2.92 -1.00 -0.49  C3 1.025
11 H 1.90 -0.12 0.71  C3 1.127
12 H 1.36 -2.62 0.30  C4 1.044
13 H -0.01 -1.66 0.13  C4 1.148
14 H 1.05 -2.10 -1.28  C4 1.006
15 H -0.24 1.02 -0.59  N5 1.070
16 H 1.01 1.89 0.05  N5 1.025
17 H 0.52 2.34 -1.53  N5 1.042
18 H -6.09 -1.17 3.10  O20 0.983
19 H -5.91 0.07 2.21  O20 0.995
20 O -5.45 -0.77 2.47  H18 0.983, H19 0.995
21 H -2.15 -0.66 0.75  O23 0.947
22 H -1.51 -0.49 2.07  O23 1.006
23 O -1.47 -0.12 1.14  H21 0.947, H22 1.006

Löwdin population analysis, charges in e, atoms 1 to 4: -0.052 -0.359 -0.182 -0.064

(4)
The following is a quantum chemistry calculation of a cluster of 13 separate species, C6H37NO13 in total, from the Open Molecules 2025 dataset.

Computed properties:
Energy above the lowest of the compared OMol25 structures with the same formula, charge and spin in kcal/mol: 170.0
E_tot in Eh: -1283.487061
E_HOMO in hartree: -0.3440

Each atom is followed by the atoms it is bonded to, with distances in Å.
Geometry (Å):
1 C 1.62 -0.83 1.67  C2 1.537, H9 1.123, H10 1.101, H11 1.095
2 C 1.65 -0.31 0.22  C1 1.537, C3 1.633, N6 1.436, H12 1.230
3 C 2.07 -1.62 -0.66  C2 1.633, C4 1.419, H13 1.095, H14 1.075
4 C 1.92 -1.48 -2.06  C3 1.419, C5 1.311, H15 1.138
5 C 2.36 -2.21 -3.05  C4 1.311, H16 1.105, H17 1.153
6 N 0.55 0.40 -0.37  C2 1.436, C7 1.427, H18 1.035
7 C 0.29 1.75 0.01  N6 1.427, O8 1.514, H19 1.139, H20 1.206
8 O -0.02 1.96 1.47  C7 1.514, H21 0.879
9 H 2.66 -1.04 2.05  C1 1.123
10 H 1.17 -0.01 2.24  C1 1.101
11 H 1.25 -1.77 2.10  C1 1.095
12 H 2.64 0.41 0.19  C2 1.230
13 H 3.04 -1.83 -0.20  C3 1.095
14 H 1.31 -2.30 -0.31  C3 1.075
15 H 1.11 -0.68 -2.17  C4 1.138
16 H 3.27 -2.81 -2.88  C5 1.105
17 H 1.89 -2.05 -4.09  C5 1.153
18 H -0.12 -0.16 -0.92  N6 1.035
19 H 1.22 2.38 -0.21  C7 1.139
20 H -0.51 2.30 -0.70  C7 1.206
21 H 0.66 2.10 2.01  O8 0.879
22 H -1.75 -0.43 2.46  O24 0.889
23 H -0.45 -0.09 1.83  O24 0.884
24 O -0.88 -0.59 2.43  H22 0.889, H23 0.884
25 H -2.22 -0.82 -2.54  O27 0.923
26 H -1.47 0.28 -3.08  O27 0.904
27 O -1.63 -0.60 -3.22  H25 0.923, H26 0.904
28 H 0.28 -3.98 2.73  O30 1.031
29 H -0.53 -3.18 1.80  O30 0.978
30 O -0.07 -4.05 1.77  H28 1.031, H29 0.978
31 H 2.17 2.36 -3.01  O33 1.005
32 H 0.59 2.71 -3.24  O33 0.983
33 O 1.49 3.09 -3.15  H31 1.005, H32 0.983
34 H -1.95 -2.78 -0.04  O36 0.955
35 H -1.44 -1.50 0.71  O36 0.956
36 O -1.89 -1.82 -0.07  H34 0.955, H35 0.956
37 H -2.93 -0.41 -0.64  O39 0.920
38 H -4.41 -0.22 -0.04  O39 0.972
39 O -3.61 0.18 -0.43  H37 0.920, H38 0.972
40 H -1.34 0.91 4.79  O42 0.911
41 H -0.57 -0.35 4.75  O42 0.957
42 O -0.87 0.34 5.33  H40 0.911, H41 0.957
43 H -2.93 0.68 1.23  O45 0.918
44 H -2.05 1.45 1.93  O45 0.928
45 O -2.70 0.81 2.11  H43 0.918, H44 0.928
46 H 1.21 -4.26 -2.66  O48 0.917
47 H 0.82 -4.58 -1.38  O48 0.923
48 O 0.45 -4.54 -2.23  H46 0.917, H47 0.923
49 H -2.10 2.71 -3.16  O51 1.025
50 H -1.45 2.04 -4.40  O51 0.923
51 O -1.30 2.18 -3.51  H49 1.025, H50 0.923
52 H 2.56 2.02 3.81  O54 0.965
53 H 1.41 1.18 4.49  O54 0.886
54 O 1.66 1.67 3.79  H52 0.965, H53 0.886
55 H 0.29 5.02 -0.78  O57 0.968
56 H 0.97 4.20 -1.78  O57 0.909
57 O 1.16 4.85 -1.18  H55 0.968, H56 0.909

Löwdin population analysis, charges in e, atoms 1 to 4: -0.097 -0.340 -0.166 -0.234